Formula: C36H72O37S4
Source: the OMol25 dataset
Level of theory: ωB97M-V with the def2-TZVPD basis set

Calculated total energy   -5791.3156 Eh
HOMO energy   -10.39 eV
F_max   0.093 Eh/bohr
HOMO-LUMO gap   10.508 eV

Last column: Mulliken charge in e.
Element x y z (Å)
C: -2.483 0.178 -0.218  -0.744
C: -1.444 0.321 0.948  1.215
O: -0.157 -0.183 0.671  -0.265
C: 0.600 0.505 -0.112  0.525
O: 0.255 1.466 -0.775  -0.449
O: 1.817 -0.064 0.017  -0.511
C: 2.844 0.379 -0.853  -0.315
H: -2.045 0.712 -1.062  -0.060
H: -3.431 0.684 -0.035  0.465
H: -2.637 -0.826 -0.613  0.129
H: -1.767 -0.315 1.772  0.342
H: -1.483 1.387 1.171  -0.957
H: 2.591 0.025 -1.853  0.299
H: 3.752 -0.070 -0.450  0.210
H: 2.991 1.442 -1.044  0.174
C: 6.386 -8.348 0.887  -1.158
C: 5.807 -7.782 -0.404  -0.239
O: 5.321 -6.382 -0.460  -0.236
C: 6.224 -5.393 -0.577  0.578
O: 7.447 -5.572 -0.637  -0.607
O: 5.675 -4.200 -0.470  -0.129
C: 6.502 -3.009 -0.653  -0.438
H: 7.293 -7.810 1.162  0.307
H: 6.464 -9.435 0.906  0.383
H: 5.734 -8.165 1.742  0.306
H: 4.991 -8.501 -0.485  0.310
H: 6.342 -8.015 -1.325  0.321
H: 7.015 -3.030 -1.615  0.283
H: 7.240 -2.744 0.103  0.363
H: 5.899 -2.101 -0.640  -0.030
C: 1.626 2.887 -3.889  0.067
C: 1.776 4.396 -4.025  -0.431
O: 1.779 5.000 -2.753  -0.103
C: 1.005 6.094 -2.514  0.603
O: 0.313 6.743 -3.310  -0.588
O: 1.264 6.360 -1.204  -0.202
C: 0.852 7.590 -0.676  -0.768
H: 0.684 2.653 -3.392  -0.089
H: 2.312 2.419 -3.183  -0.450
H: 1.672 2.270 -4.786  0.507
H: 1.063 4.791 -4.748  0.431
H: 2.763 4.650 -4.410  0.169
H: 1.678 8.302 -0.669  0.287
H: 0.580 7.498 0.375  0.197
H: -0.024 7.994 -1.183  0.382
C: -6.825 6.409 3.784  -1.463
C: -6.030 5.172 3.408  0.358
O: -5.312 5.366 2.191  -0.347
C: -4.578 4.372 1.798  0.749
O: -4.622 3.213 2.209  -0.590
O: -3.716 4.934 0.827  -0.343
C: -2.854 4.088 0.169  -0.335
H: -7.741 6.429 3.194  0.343
H: -6.302 7.330 3.526  0.361
H: -7.074 6.468 4.843  0.363
H: -6.800 4.401 3.374  0.214
H: -5.334 4.937 4.213  0.036
H: -2.127 3.673 0.868  -0.014
H: -2.275 4.747 -0.477  0.294
H: -3.304 3.268 -0.389  0.309
C: -2.132 -3.196 2.231  -0.529
C: -3.653 -3.104 1.773  -0.009
O: -4.424 -4.081 2.447  -0.301
C: -4.531 -5.334 2.010  0.682
O: -3.996 -5.824 1.015  -0.563
O: -5.527 -5.913 2.771  -0.327
C: -5.916 -7.199 2.538  -0.646
H: -1.641 -2.321 1.806  -0.245
H: -1.608 -4.070 1.845  0.375
H: -2.001 -3.171 3.313  0.377
H: -3.651 -3.310 0.702  0.180
H: -4.118 -2.145 2.005  0.209
H: -6.274 -7.279 1.512  0.305
H: -6.751 -7.430 3.199  0.226
H: -5.128 -7.934 2.704  0.287
C: -4.176 0.687 4.155  -0.968
C: -3.927 1.893 5.086  0.802
O: -4.732 1.520 6.243  -0.298
C: -5.586 2.420 6.784  0.748
O: -5.791 3.605 6.429  -0.601
O: -6.155 1.893 7.891  -0.343
C: -6.969 2.755 8.663  -0.630
H: -5.252 0.592 4.010  0.369
H: -3.746 -0.281 4.415  0.425
H: -3.860 0.876 3.129  0.026
H: -4.266 2.875 4.757  -0.451
H: -2.856 1.979 5.269  0.156
H: -6.362 3.591 9.009  0.292
H: -7.302 2.257 9.573  0.233
H: -7.877 3.109 8.174  0.275
C: -4.156 -4.209 -4.316  -1.314
C: -3.812 -3.399 -3.130  0.151
O: -3.559 -2.088 -3.364  -0.360
C: -2.397 -1.646 -3.845  0.736
O: -1.495 -2.359 -4.231  -0.574
O: -2.347 -0.310 -3.648  -0.355
C: -1.145 0.341 -3.647  -0.670
H: -4.978 -3.819 -4.916  0.316
H: -4.224 -5.280 -4.128  0.359
H: -3.247 -4.094 -4.906  0.320
H: -2.938 -3.770 -2.595  0.121
H: -4.551 -3.434 -2.330  0.302
H: -1.346 1.332 -3.241  0.209
H: -0.775 0.446 -4.667  0.524
H: -0.388 -0.063 -2.975  0.270
C: 6.547 2.075 -3.946  0.154
C: 5.196 2.828 -3.991  -0.118
O: 5.040 3.369 -2.647  -0.219
S: 6.004 2.569 -1.504  0.966
O: 5.493 1.216 -1.126  -0.409
O: 6.465 3.414 -0.397  -0.558
O: 7.149 2.462 -2.720  -0.437
H: 7.154 2.293 -4.825  0.323
H: 6.373 1.007 -3.821  -0.184
H: 4.393 2.145 -4.269  0.077
H: 5.144 3.686 -4.660  0.375
C: 1.512 -3.358 1.136  -0.174
C: 2.597 -4.141 0.353  -0.522
O: 1.816 -5.009 -0.458  -0.436
S: 0.742 -4.061 -1.204  0.958
O: -0.281 -4.977 -1.792  -0.606
O: 1.442 -3.042 -1.985  -0.347
O: 0.397 -3.331 0.242  -0.010
H: 1.752 -2.391 1.578  0.241
H: 1.201 -3.929 2.010  0.314
H: 3.362 -4.777 0.798  0.383
H: 3.142 -3.505 -0.345  0.168
C: 5.210 -3.370 -5.609  -0.534
C: 5.716 -2.299 -6.558  -0.362
O: 5.646 -0.999 -5.873  -0.313
S: 4.793 -1.273 -4.429  1.178
O: 3.622 -0.441 -4.337  -0.423
O: 5.748 -1.431 -3.345  -0.539
O: 4.285 -2.732 -4.882  -0.255
H: 5.967 -3.704 -4.900  0.260
H: 4.860 -4.304 -6.046  0.356
H: 4.932 -2.261 -7.315  0.315
H: 6.719 -2.617 -6.844  0.332
C: 0.547 3.653 2.268  0.044
C: 1.444 4.367 3.285  -0.361
O: 0.554 5.116 4.046  -0.465
S: -1.051 4.536 4.104  1.096
O: -2.071 5.506 3.756  -0.523
O: -1.181 3.881 5.438  -0.567
O: -0.709 3.412 2.926  -0.160
H: 1.008 2.680 2.101  -0.014
H: 0.509 4.235 1.347  0.242
H: 2.105 5.043 2.743  0.336
H: 2.084 3.742 3.908  0.307

=====

Formula: C21H42NO10S5
Source: the OMol25 dataset
Level of theory: ωB97M-V with the def2-TZVPD basis set

Charge   -1
Calculated total energy   -3623.4781 Eh
HOMO energy   -4.24 eV
F_max   0.014 Eh/bohr
HOMO-LUMO gap   5.856 eV

Last column: Mulliken charge in e.
Element x y z (Å)
O: 3.219 -6.318 1.925  -0.748
C: 2.624 -5.678 1.019  0.437
O: 2.192 -6.102 -0.071  -0.698
C: 2.404 -4.205 1.387  -0.168
N: 1.893 -3.329 0.346  -0.364
C: 0.532 -3.563 -0.099  -0.837
C: -0.497 -3.803 1.016  -0.176
C: -0.788 -5.278 1.310  -0.530
S: -1.512 -6.091 -0.132  -0.314
H: 1.834 -4.155 2.323  -0.114
H: 3.399 -3.842 1.648  0.419
H: 2.050 -2.361 0.576  0.302
H: 0.221 -2.669 -0.646  0.415
H: 0.484 -4.376 -0.817  0.303
H: -0.143 -3.362 1.950  0.062
H: -1.445 -3.323 0.778  0.213
H: -1.484 -5.351 2.144  0.453
H: 0.128 -5.775 1.617  0.254
H: -1.111 -7.346 0.077  0.112
C: 4.284 -4.233 7.178  -0.567
C: 4.350 -5.119 5.922  -0.733
C: 2.928 -5.246 5.365  -0.115
S: 2.072 -3.745 5.863  1.096
O: 1.013 -4.083 6.786  -0.702
O: 1.817 -2.923 4.710  -0.601
C: 3.427 -3.030 6.794  -0.736
H: 5.275 -3.925 7.511  0.344
H: 3.809 -4.781 7.996  0.284
H: 4.993 -4.649 5.176  0.282
H: 4.768 -6.099 6.141  0.357
H: 2.910 -5.325 4.274  -0.018
H: 2.391 -6.085 5.803  0.365
H: 3.028 -2.477 7.641  0.401
H: 3.963 -2.359 6.124  0.346
C: -3.713 -0.431 3.440  -0.551
C: -2.474 0.462 3.593  -0.625
C: -1.696 0.393 2.274  -0.499
S: -2.912 0.053 0.994  0.967
O: -2.639 -1.244 0.441  -0.571
O: -3.060 1.210 0.141  -0.594
C: -4.323 -0.073 2.088  -0.751
H: -4.426 -0.278 4.250  0.339
H: -3.416 -1.482 3.447  0.306
H: -2.787 1.491 3.784  0.300
H: -1.851 0.147 4.428  0.349
H: -1.191 1.325 2.035  0.358
H: -0.982 -0.429 2.265  0.199
H: -5.006 -0.825 1.699  0.394
H: -4.809 0.902 2.112  0.351
C: -1.559 4.956 -3.113  -0.160
C: -2.511 3.779 -2.868  -0.717
C: -2.937 3.827 -1.396  -0.472
S: -2.856 5.555 -0.914  1.180
O: -1.828 5.718 0.087  -0.672
O: -4.185 6.072 -0.688  -0.698
C: -2.228 6.170 -2.476  -0.760
H: -1.371 5.111 -4.174  0.030
H: -0.600 4.762 -2.624  0.290
H: -3.386 3.880 -3.514  0.311
H: -2.042 2.825 -3.101  0.350
H: -3.949 3.468 -1.241  0.394
H: -2.255 3.274 -0.760  0.217
H: -1.552 7.000 -2.285  0.432
H: -3.082 6.507 -3.062  0.350
C: 2.108 5.832 -7.205  -0.556
C: 2.209 4.454 -7.873  -0.606
C: 0.837 3.779 -7.741  -0.649
S: -0.369 5.111 -7.675  1.042
O: -0.994 5.100 -6.375  -0.595
O: -1.162 5.117 -8.876  -0.699
C: 0.814 6.454 -7.723  -0.713
H: 2.969 6.458 -7.434  0.340
H: 2.055 5.716 -6.120  0.288
H: 2.460 4.578 -8.928  0.302
H: 2.988 3.843 -7.421  0.326
H: 0.600 3.141 -8.588  0.338
H: 0.749 3.214 -6.816  0.370
H: 0.445 7.277 -7.116  0.393
H: 0.909 6.767 -8.763  0.346

=====

Formula: C21H20N4O4S2
Source: the OMol25 dataset
Level of theory: ωB97M-V with the def2-TZVPD basis set

Calculated total energy   -2127.9114 Eh
HOMO energy   -8.37 eV
F_max   0.358 Eh/bohr
HOMO-LUMO gap   8.024 eV

Last column: Mulliken charge in e.
Element x y z (Å)
C: 6.886 3.755 -0.691  -1.122
C: 5.965 2.627 -0.709  0.731
O: 4.871 2.805 -1.226  -0.629
N: 6.344 1.519 -0.053  -0.167
C: 5.686 0.155 0.096  0.528
C: 4.288 -0.019 -0.050  -0.508
C: 3.684 -1.297 0.352  0.149
C: 4.506 -2.119 0.718  -0.376
C: 5.782 -1.845 1.106  -0.708
C: 6.445 -0.694 0.895  -0.840
H: 7.373 -0.248 1.200  0.394
H: 6.312 -2.523 1.616  0.533
H: 4.111 -3.274 0.981  0.109
C: 2.398 -1.341 -0.160  0.726
N: 1.612 -0.416 -0.348  -0.847
N: 0.219 -0.504 -0.395  0.148
C: -0.602 -1.481 0.075  -0.129
O: -0.404 -2.240 0.913  -0.502
C: -1.925 -0.958 -0.507  0.184
C: -3.103 -1.470 0.480  -0.775
C: -4.435 -1.340 -0.098  0.052
C: -4.806 -0.599 -1.053  0.443
C: -3.655 -0.152 -1.978  -1.482
C: -2.397 -0.405 -1.484  1.067
H: -1.552 0.031 -2.572  0.015
H: -3.797 0.231 -2.986  0.322
N: -6.000 -0.676 -1.576  -0.261
S: -7.182 -0.067 -0.474  0.911
O: -7.566 -1.459 0.402  -0.683
O: -8.238 0.361 -1.102  -0.558
C: -6.457 1.044 0.613  0.584
C: -6.274 0.761 1.870  -0.165
C: -5.563 1.948 2.575  -0.845
C: -5.362 2.745 1.608  -0.188
S: -5.926 2.370 0.066  -0.200
H: -4.819 4.023 1.815  0.176
H: -5.302 1.996 3.421  0.772
H: -6.540 -0.072 2.806  0.218
H: -6.186 0.053 -2.418  0.420
H: -5.311 -1.570 0.702  0.299
H: -2.745 -2.095 1.446  0.267
H: -0.181 0.489 -0.635  0.393
C: 1.883 -2.867 -0.531  -2.191
H: 1.215 -2.934 -1.356  0.451
H: 2.741 -3.348 -0.931  0.711
H: 1.633 -3.371 0.266  0.583
H: 3.836 0.706 -0.560  0.884
H: 7.368 1.470 0.358  0.213
H: 6.436 4.684 -1.425  0.253
H: 6.974 4.148 0.275  0.320
H: 7.758 3.463 -1.338  0.322

=====

Formula: C33H27F4N2O2
Source: the OMol25 dataset
Level of theory: ωB97M-V with the def2-TZVPD basis set

Charge   +1
Calculated total energy   -1932.7228 Eh
HOMO energy   -10.43 eV
F_max   0.065 Eh/bohr
HOMO-LUMO gap   4.836 eV

Last column: Mulliken charge in e.
Element x y z (Å)
F: -4.571 5.160 -0.854  -0.302
C: -4.531 3.785 -0.880  0.311
C: -5.739 3.091 -0.973  -0.725
C: -5.652 1.698 -1.016  0.372
F: -6.823 0.980 -1.124  -0.298
C: -4.452 1.007 -0.949  -0.894
C: -3.232 1.737 -0.845  0.567
C: -1.974 1.054 -0.809  -0.221
C: -0.750 1.681 -0.596  -0.085
C: 0.470 1.139 -1.030  -0.275
C: 1.627 1.950 -1.327  0.726
C: 2.576 1.558 -2.312  -0.430
C: 3.732 2.306 -2.470  0.319
F: 4.668 1.898 -3.390  -0.333
C: 4.003 3.456 -1.728  -0.731
C: 3.034 3.843 -0.807  0.170
F: 3.252 4.978 -0.062  -0.325
C: 1.853 3.139 -0.600  -0.594
C: -3.297 3.160 -0.812  -0.799
H: -6.690 3.608 -1.019  0.492
H: -4.423 -0.083 -0.998  0.505
H: -1.990 -0.022 -1.008  0.307
H: -0.742 2.624 -0.044  0.208
H: 0.419 0.192 -1.570  0.601
H: 2.407 0.664 -2.917  0.488
H: 4.911 4.032 -1.881  0.517
H: 1.126 3.476 0.139  0.462
H: -2.377 3.744 -0.773  0.533
O: 6.136 -1.301 -2.483  -0.581
N: 5.386 -2.204 -2.046  0.955
O: 5.262 -3.319 -2.601  -0.586
C: 4.596 -1.923 -0.902  -0.222
C: 3.597 -2.840 -0.525  -0.810
C: 2.493 -2.370 0.151  -0.357
C: 2.339 -0.976 0.436  0.726
C: 1.086 -0.383 0.816  -0.871
C: -0.024 -1.187 1.195  0.570
N: -0.674 -0.957 2.366  0.335
C: -0.041 -0.250 3.477  -0.516
C: -1.094 -0.239 4.599  -0.635
C: -2.433 -0.586 3.934  -0.650
C: -2.108 -1.119 2.530  -0.171
C: -0.528 -2.219 0.260  -0.005
C: -0.231 -2.141 -1.117  0.369
C: -0.921 -2.910 -2.057  -0.826
C: -1.796 -3.907 -1.610  -0.693
C: -1.937 -4.137 -0.235  -0.898
C: -1.257 -3.349 0.693  -0.946
C: 3.514 -0.164 0.326  -0.605
C: 4.612 -0.614 -0.370  -0.510
H: 3.688 -3.876 -0.841  0.491
H: 1.693 -3.072 0.388  0.702
H: 1.126 0.635 1.211  0.686
H: 0.893 -0.745 3.789  0.314
H: 0.220 0.783 3.194  0.274
H: -0.833 -0.994 5.350  0.308
H: -1.125 0.739 5.089  0.338
H: -2.986 -1.334 4.508  0.338
H: -3.061 0.306 3.839  0.338
H: -2.667 -0.576 1.751  -0.053
H: -2.407 -2.168 2.445  0.292
H: 0.596 -1.519 -1.458  0.234
H: -0.746 -2.736 -3.122  0.475
H: -2.345 -4.510 -2.337  0.434
H: -2.578 -4.945 0.120  0.455
H: -1.254 -3.619 1.750  0.716
H: 3.507 0.850 0.730  0.515
H: 5.468 0.017 -0.588  0.508

=====

Formula: C27H53Br2F4N2O3Si2
Source: the OMol25 dataset
Level of theory: ωB97M-V with the def2-TZVPD basis set

Charge   +1
Calculated total energy   -7522.2477 Eh
HOMO energy   -10.96 eV
F_max   0.017 Eh/bohr
HOMO-LUMO gap   8.649 eV

Last column: Mulliken charge in e.
Element x y z (Å)
C: -2.691 4.178 -1.815  -1.042
C: -1.951 3.106 -2.615  -0.247
O: -1.148 2.275 -1.765  -0.590
Si: -1.603 0.735 -1.427  0.137
C: -0.190 0.057 -0.413  0.242
C: -0.502 -0.858 0.777  0.971
C: 0.736 -1.590 1.314  -0.236
C: 0.449 -2.864 2.121  -1.332
N: 0.654 -4.080 1.327  0.175
C: -0.452 -4.407 0.409  -0.968
C: 1.087 -5.181 2.086  0.628
C: 1.412 -6.418 1.286  -1.140
O: 1.226 -5.129 3.280  -0.586
O: -1.791 -0.073 -2.854  -0.692
Si: -1.885 -1.697 -3.089  -0.141
C: -0.595 -2.222 -4.338  -0.928
C: 0.370 -3.280 -3.785  -0.195
C: 1.684 -3.315 -4.524  0.733
F: 1.535 -3.755 -5.789  -0.275
F: 2.566 -4.132 -3.910  -0.270
F: 2.260 -2.093 -4.591  -0.264
C: -3.646 -2.132 -3.557  0.152
Br: -4.826 -0.678 -3.789  -0.130
C: -4.054 -3.388 -3.677  0.281
C: -3.126 -4.562 -3.486  -1.022
Br: -5.827 -3.865 -4.069  -0.131
C: -3.294 0.786 -0.582  0.188
F: -3.258 1.809 0.402  -0.389
C: -3.836 -0.485 0.057  0.406
C: -5.364 -0.495 0.190  -1.426
H: -3.765 3.992 -1.785  0.322
H: -2.332 4.184 -0.786  0.126
H: -2.548 5.167 -2.251  0.352
H: -1.279 3.558 -3.347  0.512
H: -2.652 2.492 -3.190  0.140
H: 0.347 0.942 -0.052  -0.911
H: 0.512 -0.448 -1.091  0.703
H: -1.276 -1.584 0.517  -0.596
H: -0.928 -0.254 1.586  0.345
H: 1.278 -0.900 1.971  -0.039
H: 1.405 -1.842 0.486  0.422
H: 1.112 -2.933 2.978  0.581
H: -0.570 -2.829 2.534  0.360
H: -0.134 -4.409 -0.637  0.182
H: -0.882 -5.385 0.630  0.387
H: -1.245 -3.670 0.529  0.278
H: 0.596 -7.140 1.378  0.298
H: 2.305 -6.873 1.710  0.381
H: 1.557 -6.200 0.229  0.274
H: -1.585 -2.391 -1.804  0.000
H: -1.098 -2.603 -5.231  0.572
H: -0.040 -1.330 -4.639  0.635
H: 0.611 -3.116 -2.731  -0.028
H: -0.049 -4.284 -3.876  0.220
H: -2.749 -4.594 -2.460  0.180
H: -2.280 -4.496 -4.175  0.164
H: -3.628 -5.502 -3.696  0.531
H: -4.012 1.111 -1.347  0.474
H: -3.373 -0.577 1.042  0.301
H: -3.499 -1.359 -0.514  -0.172
H: -5.836 -0.999 -0.654  0.312
H: -5.756 0.522 0.235  0.310
H: -5.677 -1.012 1.098  0.405
C: 5.756 2.943 2.778  -1.399
C: 4.670 2.260 1.955  -0.337
C: 3.780 3.219 1.153  -0.251
C: 3.299 4.508 1.814  -0.709
N: 2.156 4.472 2.829  0.357
C: 0.809 4.582 2.155  -1.117
C: 0.488 3.169 1.694  -0.265
C: 1.182 2.247 2.721  0.310
C: 2.030 3.176 3.590  -1.090
C: 2.357 5.610 3.772  -1.065
H: 5.347 3.591 3.558  0.285
H: 6.376 2.201 3.280  0.424
H: 6.410 3.550 2.150  0.348
H: 4.076 1.604 2.594  0.160
H: 5.138 1.593 1.229  0.530
H: 2.951 2.674 0.703  -0.170
H: 4.367 3.585 0.306  0.601
H: 2.957 5.191 1.038  0.213
H: 4.129 4.995 2.323  0.514
H: 0.109 4.927 2.916  0.364
H: 0.861 5.320 1.359  0.405
H: 0.874 2.998 0.690  0.070
H: -0.587 3.007 1.645  0.655
H: 1.788 1.491 2.226  -0.312
H: 0.464 1.719 3.345  0.540
H: 3.020 2.813 3.848  0.301
H: 1.510 3.428 4.513  0.487
H: 2.397 6.536 3.203  0.411
H: 3.291 5.464 4.308  0.355
H: 1.526 5.641 4.472  0.463